No. 1
108
Properties=species:S:1:pos:R:3:forces:R:3:mulliken_charge:R:1 method="wB97M-V/def2-TZVPD" e_above_lowest_kcal_mol=166.9 homo_energy_ev=-18.4 charge=+4 orbital_gap_ev=7.94
C 0.072 -0.245 5.085 0.01 -0.65 -1.00 -0.519
C 0.214 -1.794 4.903 2.94 0.97 5.74 0.358
O 0.618 -2.521 5.831 -2.19 1.98 -4.88 -0.411
N 0.310 -2.162 3.438 0.41 -1.95 0.78 0.498
H -0.472 -2.776 3.260 -0.21 -0.92 0.08 0.359
H 0.079 -1.393 2.825 0.76 1.08 -0.57 -0.017
C 1.625 -2.908 3.132 -0.38 -0.11 0.19 -0.613
H 1.068 0.193 5.010 0.53 -0.42 -0.40 0.400
H -0.209 0.223 6.028 -0.70 -0.99 0.14 0.504
H -0.471 0.175 4.239 -0.32 0.15 0.19 -0.156
H 1.743 -3.753 3.809 -0.40 0.23 0.28 0.411
H 2.465 -2.240 3.320 -0.22 0.10 -0.32 0.383
H 1.572 -3.343 2.134 -0.01 0.52 -0.08 0.024
C -3.962 4.616 2.013 1.80 -0.73 -0.78 -0.798
C -4.348 3.168 1.558 -3.42 2.68 1.13 0.655
O -5.525 2.901 1.480 3.49 -1.03 -0.44 -0.380
N -3.188 2.150 1.301 -1.33 -1.73 0.30 0.498
H -2.959 1.947 0.339 -0.05 0.97 -0.52 0.273
H -2.377 2.477 1.807 1.26 1.06 0.62 -0.392
C -3.422 0.753 1.872 0.54 0.53 -0.47 -0.343
H -4.625 5.384 1.614 -0.42 -0.54 0.24 0.413
H -2.955 4.901 1.706 0.25 -0.25 -0.75 0.098
H -3.738 4.737 3.073 -0.98 -0.61 0.40 0.303
H -4.124 0.183 1.263 -1.15 0.72 0.80 0.435
H -3.517 0.970 2.936 -0.64 -0.89 0.04 0.523
H -2.534 0.159 1.659 0.77 0.52 0.48 -0.332
C 1.345 1.568 -3.984 -0.65 0.36 0.35 -1.261
C -0.216 1.841 -3.911 1.11 0.73 -0.34 0.201
C -1.113 0.641 -4.187 0.21 -1.21 -1.11 0.195
O -1.047 0.360 -5.586 0.60 0.45 0.49 -0.429
C -1.783 -0.784 -6.046 -1.07 0.52 0.65 -0.738
N -0.613 2.525 -2.529 0.50 -0.70 -0.58 0.081
H -0.505 1.854 -1.782 -0.02 -0.99 0.47 -0.496
H -0.046 3.301 -2.219 0.77 0.30 -0.70 0.374
H -1.549 2.904 -2.498 -0.64 -0.20 -0.50 0.489
H 1.769 1.242 -3.034 -0.32 -0.02 0.32 0.223
H 1.939 2.430 -4.289 -0.39 0.28 0.03 0.403
H 1.638 0.795 -4.694 -0.72 -0.06 -0.20 0.386
H -0.523 2.606 -4.625 0.31 -0.02 -0.18 0.495
H -2.141 0.854 -3.894 -0.33 0.02 0.18 0.608
H -0.747 -0.265 -3.704 -0.10 0.07 0.69 -0.547
H -1.596 -1.736 -5.549 1.00 -0.04 0.10 0.217
H -1.680 -0.869 -7.128 0.18 0.13 0.27 0.304
H -2.828 -0.622 -5.782 -0.37 0.22 -0.42 0.364
C 1.751 -2.320 -3.341 -0.20 0.12 0.67 -1.168
C 2.015 -2.737 -1.883 -0.97 0.89 -0.07 2.330
C 2.975 -3.897 -1.744 0.46 -0.55 0.70 -1.290
O 2.298 -5.094 -2.042 -0.44 1.21 1.21 -0.217
C 2.543 -5.578 -3.314 0.54 -0.73 -1.43 -0.702
N 2.420 -1.495 -1.050 1.10 -0.79 -0.39 0.296
H 2.793 -1.754 -0.148 0.49 -0.40 0.28 0.515
H 3.127 -0.976 -1.550 0.52 0.24 -0.12 0.481
H 1.680 -0.849 -0.815 -1.16 0.05 -0.60 -0.678
H 1.108 -3.085 -3.777 0.28 0.02 -0.22 0.383
H 2.671 -2.189 -3.910 0.06 -0.35 -0.02 0.434
H 1.216 -1.374 -3.427 -0.18 0.03 0.26 -0.151
H 1.118 -3.052 -1.351 -0.23 -0.03 -0.40 -1.052
H 3.300 -3.997 -0.708 -0.02 0.14 0.37 0.388
H 3.904 -3.795 -2.305 -0.03 0.11 -0.40 0.529
H 2.162 -6.598 -3.364 0.26 0.04 0.03 0.289
H 3.617 -5.530 -3.490 0.09 -0.48 -0.27 0.334
H 2.069 -5.015 -4.118 -0.23 0.20 0.02 0.266
C -1.935 -2.742 -2.359 -0.03 -0.75 0.62 -1.297
C -2.498 -3.238 -0.986 0.71 -0.15 -2.03 0.094
C -1.776 -4.415 -0.362 0.96 0.40 0.73 -1.151
O -0.371 -4.176 -0.204 -1.18 0.88 -0.34 -0.059
C 0.282 -5.326 0.281 0.47 -0.64 0.01 -1.147
N -2.437 -2.056 -0.071 0.24 -0.37 0.92 0.411
H -2.556 -2.282 0.906 -1.32 -0.53 0.47 0.499
H -1.499 -1.704 0.058 1.29 0.54 -1.06 -0.727
H -3.052 -1.308 -0.357 -0.24 0.17 -0.06 0.387
H -2.586 -2.046 -2.888 -0.19 0.02 0.25 0.477
H -1.822 -3.615 -3.003 0.01 0.01 -0.02 0.558
H -0.955 -2.283 -2.227 -0.01 -0.03 0.05 0.031
H -3.530 -3.560 -1.124 -0.14 0.32 0.29 0.419
H -1.935 -5.355 -0.891 -0.26 0.14 -0.27 0.502
H -2.182 -4.513 0.644 -0.34 -0.46 0.26 0.464
H -0.131 -5.692 1.221 -0.11 0.20 0.26 0.433
H 1.332 -5.060 0.405 -0.07 -0.21 -0.01 0.283
H 0.197 -6.146 -0.432 0.19 0.00 -0.11 0.353
C 1.797 6.107 2.842 -1.75 -0.87 -0.69 -1.281
C 1.945 5.278 1.521 0.89 0.10 0.37 0.101
C 2.518 3.917 1.876 1.07 -0.70 0.82 -0.729
O 2.892 3.051 0.826 -0.83 0.16 -1.63 -0.355
C 3.541 1.851 1.184 0.64 -0.04 0.29 -0.584
N 0.700 5.111 0.672 -0.33 -0.78 0.60 -0.003
H 0.899 4.527 -0.128 0.88 0.55 -0.81 0.300
H -0.008 4.507 1.065 -0.66 0.02 1.69 -0.029
H 0.284 6.003 0.444 -0.12 0.38 -0.38 0.441
H 1.144 6.972 2.719 0.93 0.78 -0.52 0.416
H 2.774 6.266 3.299 -0.23 0.37 -0.25 0.436
H 1.127 5.621 3.552 0.47 -0.93 0.19 0.286
H 2.589 5.820 0.828 0.30 -0.07 0.14 0.377
H 1.842 3.381 2.542 -0.23 0.19 0.33 0.281
H 3.463 4.107 2.383 -0.19 0.37 0.64 0.574
H 4.339 1.974 1.916 0.04 0.47 0.18 0.415
H 4.053 1.444 0.312 -0.26 0.19 -0.24 0.252
H 2.895 1.083 1.608 -0.59 0.01 0.00 0.052
O -0.201 1.530 0.509 -0.52 1.37 -1.92 0.619
C -0.044 0.252 0.160 0.45 -1.52 1.80 -0.433
O -0.074 -0.123 -1.013 -0.48 1.54 -2.04 -0.059
O 0.128 -0.579 1.075 -0.11 -0.69 1.70 -0.383
H -0.032 1.759 1.426 0.01 -0.08 1.03 -0.311
O -0.245 2.905 5.039 -0.04 -0.31 -1.04 -0.457
C -1.147 2.905 4.039 -0.20 2.20 -2.16 0.405
O -2.308 2.692 4.345 -1.69 -1.37 0.41 -0.729
O -0.845 3.309 2.859 1.42 -0.98 -1.12 -0.484
H -0.980 2.730 5.631 0.41 -0.13 2.30 0.323

---

No. 2
57
Properties=species:S:1:pos:R:3:forces:R:3:mulliken_charge:R:1 method="wB97M-V/def2-TZVPD" e_above_lowest_kcal_mol=0.0 homo_energy_ev=-14.6 charge=+2 orbital_gap_ev=5.59
C 2.437 -3.305 -1.106 -0.34 -0.01 0.62 -0.796
C 2.019 -2.284 -0.261 0.19 -0.29 0.45 0.059
C 2.000 -0.941 -0.774 -0.83 0.46 0.49 0.442
C 2.051 -0.740 -2.176 0.05 -0.47 -1.19 0.623
C 2.427 -1.801 -3.007 -0.27 0.89 0.01 -0.950
C 2.659 -3.064 -2.466 0.26 0.08 0.07 -0.487
C 1.578 0.583 -2.710 0.87 0.12 0.09 -0.874
C 1.788 1.699 -1.725 -0.21 0.83 -0.90 0.907
C 1.774 1.379 -0.345 -0.66 -0.84 0.27 0.173
C 1.565 2.428 0.615 0.17 0.14 0.59 0.171
C 1.680 3.747 0.195 -0.26 -0.27 0.55 -0.780
C 1.850 4.052 -1.160 0.22 -0.09 0.06 -0.509
C 1.861 3.038 -2.115 -0.01 -0.79 -0.48 -1.034
H 2.571 -4.311 -0.696 -0.15 0.33 -0.22 0.460
H 2.549 -1.614 -4.078 -0.13 -0.17 0.35 0.513
H 3.002 -3.879 -3.109 -0.13 0.27 0.19 0.447
H 2.075 0.815 -3.661 -0.34 -0.06 0.09 0.746
H 1.617 4.550 0.936 -0.05 -0.29 -0.33 0.458
H 1.959 5.093 -1.469 -0.06 -0.31 0.07 0.451
H 1.940 3.269 -3.184 -0.13 0.00 0.47 0.500
N 1.814 0.090 0.092 -0.08 0.21 -0.80 0.003
Pb -1.477 -0.137 -0.415 0.33 0.02 0.85 1.449
C 1.515 -2.531 1.140 0.57 0.19 -0.12 -1.198
H 1.919 -1.764 1.815 0.03 -0.32 -0.03 0.417
H 1.784 -3.542 1.480 0.06 0.33 -0.01 0.716
C 1.168 2.047 2.018 0.42 -0.05 -0.15 -1.232
H 1.800 1.224 2.378 -0.04 0.32 0.00 0.440
H 1.227 2.910 2.696 0.15 -0.27 -0.16 0.703
P -0.333 -2.383 1.268 0.34 -0.81 0.17 0.598
P -0.574 1.394 2.114 0.39 0.79 0.11 0.778
C -1.461 2.992 2.151 -0.19 -0.02 -0.14 -1.270
H -2.525 2.813 2.356 0.20 0.19 -0.07 0.422
H -1.040 3.634 2.938 -0.19 -0.15 -0.20 0.458
H -1.362 3.491 1.178 -0.13 -0.06 0.22 0.352
C -0.636 0.939 3.883 0.06 -0.22 -0.01 -1.341
H -0.502 1.836 4.504 -0.02 -0.30 -0.12 0.434
H -1.606 0.479 4.110 0.26 0.13 0.08 0.408
H 0.163 0.216 4.096 -0.26 0.16 0.06 0.347
C -0.793 -3.895 0.352 -0.17 -0.01 -0.17 -1.360
H -0.170 -4.737 0.689 -0.24 0.15 -0.10 0.424
H -1.850 -4.126 0.539 0.26 -0.03 -0.12 0.429
H -0.646 -3.745 -0.725 -0.09 -0.13 0.17 0.385
C -0.601 -2.961 2.978 0.05 0.06 0.15 -1.310
H -1.673 -2.902 3.206 0.26 -0.07 0.04 0.394
H -0.267 -4.005 3.071 -0.09 0.33 0.08 0.442
H -0.049 -2.327 3.684 -0.19 -0.20 -0.10 0.360
C -3.151 -0.316 1.925 -2.94 -0.47 1.05 0.066
O -4.149 -0.422 2.471 2.59 0.31 -1.17 -0.167
H 0.469 0.510 -2.919 0.80 0.05 0.04 0.062
C -4.480 0.831 -2.885 -0.08 0.02 -0.08 -1.022
S -2.691 0.821 -2.888 -0.11 0.17 -0.47 1.352
O -2.160 1.313 -4.131 -0.28 -0.39 1.02 -0.571
O -2.290 1.645 -1.668 -0.09 -0.40 -0.72 -0.717
O -2.292 -0.609 -2.553 -0.14 0.88 -0.38 -0.797
H -4.822 1.203 -3.856 0.10 -0.08 0.21 0.373
H -4.821 1.489 -2.079 0.13 -0.11 -0.26 0.325
H -4.838 -0.190 -2.718 0.16 0.25 -0.11 0.330

---

No. 3
11
Properties=species:S:1:pos:R:3:forces:R:3:mulliken_charge:R:1 method="wB97M-V/def2-TZVPD" smiles="O=CO.O.O" e_above_lowest_kcal_mol=8.7 homo_energy_ev=-10.4 charge=0 orbital_gap_ev=11.01
O 1.168 0.932 -0.436 0.16 -0.84 -1.48 -0.537
C 1.042 1.526 0.599 -0.30 0.26 0.31 0.118
O 0.427 1.032 1.638 0.33 0.32 0.04 -0.521
H 1.401 2.550 0.650 0.14 0.36 0.68 0.366
H -0.022 0.152 1.270 0.31 0.76 1.01 0.468
O -0.906 -0.787 0.808 0.12 -0.82 -0.01 -0.635
H -1.752 -0.707 1.250 -0.31 0.14 -0.34 0.347
H -0.921 -0.516 -0.125 -0.57 -0.48 -0.23 0.384
O -0.524 -1.273 -1.940 0.34 0.23 0.07 -0.692
H -0.192 -2.173 -1.860 -0.14 -0.08 0.03 0.329
H 0.279 -0.735 -1.854 -0.08 0.14 -0.06 0.372

---

No. 4
61
Properties=species:S:1:pos:R:3:forces:R:3:mulliken_charge:R:1 method="wB97M-V/def2-TZVPD" e_above_lowest_kcal_mol=8.9 homo_energy_ev=-10.6 charge=+1 orbital_gap_ev=5.69
C 3.762 0.803 3.073 -0.01 -0.14 -0.15 -0.512
C 3.436 -0.463 2.568 -0.06 0.16 0.19 -0.843
C 2.101 -0.793 2.316 -0.02 0.44 0.00 -0.137
C 1.103 0.158 2.539 -0.06 -0.13 0.23 0.274
C -0.364 -0.182 2.377 0.08 -0.72 -0.18 -0.164
C -1.125 -0.324 3.730 0.29 0.08 -0.23 -0.703
C -2.483 0.366 3.520 -0.12 -0.12 -0.11 -0.601
C -2.387 1.117 2.177 -0.50 0.28 -0.17 -0.738
N -1.056 0.854 1.677 -0.17 0.84 0.39 0.474
C 1.430 1.438 2.997 0.48 -0.04 -0.03 -0.360
C 2.761 1.762 3.274 -0.22 -0.22 -0.10 -0.742
H 4.801 1.040 3.312 -0.33 -0.06 -0.12 0.411
H 4.216 -1.207 2.392 -0.16 0.25 0.14 0.530
H 1.811 -1.780 1.943 0.16 0.22 0.15 0.409
H -0.445 -1.138 1.828 0.15 -0.07 0.16 0.471
H -1.231 -1.386 3.985 0.05 0.29 0.04 0.373
H -0.569 0.168 4.535 0.00 -0.14 -0.20 0.364
H -3.283 -0.380 3.476 0.06 0.21 0.08 0.256
H -2.701 1.061 4.338 -0.04 -0.23 -0.16 0.295
H -3.173 0.782 1.478 0.12 0.02 0.18 0.287
H -2.532 2.198 2.328 -0.04 -0.21 -0.07 0.345
H -0.860 1.031 0.708 -0.24 -0.33 0.24 -0.474
H 0.625 2.166 3.132 0.32 -0.23 0.01 0.383
H 3.002 2.756 3.653 0.03 -0.33 -0.10 0.408
C 3.515 -0.419 -1.048 0.44 0.52 -0.03 -1.521
C 2.209 -1.058 -1.247 -0.40 -1.50 0.56 0.084
N 2.089 -2.387 -1.486 0.46 1.37 0.14 0.334
C 3.188 -3.337 -1.456 0.39 -0.08 -0.04 -0.899
C 0.751 -2.727 -1.706 -0.72 0.49 0.32 -0.008
C -0.016 -1.544 -1.589 0.10 -0.75 -0.43 0.589
C -1.399 -1.632 -1.691 -0.24 -0.41 -0.10 -0.084
C -1.980 -2.886 -1.934 0.27 0.15 0.13 -1.026
C -1.197 -4.050 -2.035 0.34 0.36 0.00 -0.710
C 0.199 -3.980 -1.913 -0.33 -0.02 -0.05 -1.160
C 0.915 -0.463 -1.272 -0.69 0.62 0.27 1.171
C 0.588 0.862 -0.948 1.53 -0.41 -1.82 -0.408
C -0.429 1.619 -1.617 -0.75 0.43 0.18 0.754
C -1.014 1.238 -2.859 -0.22 -0.05 0.35 -0.454
C -2.173 1.860 -3.305 0.52 -0.28 0.03 -0.582
C -2.773 2.875 -2.550 0.05 -0.06 0.12 1.008
C -4.114 3.403 -2.949 -0.19 0.25 -0.07 -1.482
C -2.103 3.381 -1.428 0.09 0.10 0.01 -0.796
C -0.925 2.799 -0.994 0.17 -0.33 0.05 -0.625
H 3.391 0.653 -1.232 0.29 -0.20 0.07 0.433
H 3.887 -0.541 -0.018 -0.18 -0.07 -0.27 0.096
H 4.269 -0.818 -1.744 -0.24 0.18 0.23 0.478
H 2.777 -4.334 -1.614 0.22 0.18 0.03 0.316
H 3.925 -3.119 -2.241 -0.29 -0.07 0.16 0.323
H 3.701 -3.307 -0.483 -0.25 0.00 -0.29 0.312
H -2.004 -0.731 -1.598 -0.01 -0.36 -0.03 0.504
H -3.063 -2.962 -2.046 0.33 0.02 0.08 0.414
H -1.678 -5.012 -2.206 0.13 0.25 0.03 0.411
H 0.843 -4.858 -1.970 -0.42 0.11 -0.02 0.290
H 1.285 1.404 -0.300 -0.24 -0.05 -0.04 0.482
H -0.559 0.439 -3.445 -0.17 0.16 0.20 0.510
H -2.642 1.545 -4.241 0.21 0.07 0.30 0.442
H -4.427 4.202 -2.274 -0.04 -0.07 -0.14 0.355
H -4.096 3.795 -3.974 0.01 -0.06 0.18 0.362
H -4.875 2.612 -2.922 0.22 0.12 0.02 0.335
H -2.524 4.234 -0.891 0.17 -0.28 -0.18 0.365
H -0.379 3.199 -0.133 -0.34 -0.17 -0.16 0.381

---

No. 5
20
Properties=species:S:1:pos:R:3:forces:R:3:mulliken_charge:R:1 method="wB97M-V/def2-TZVPD" homo_energy_ev=-11.9 charge=+1 orbital_gap_ev=5.89
C 2.980 -0.679 0.179 -0.02 0.33 -0.20 -1.227
C 2.011 0.160 -0.637 0.07 -0.16 0.10 -0.329
N 0.647 -0.377 -0.682 -0.66 0.64 0.06 -0.558
B -0.315 0.266 0.282 1.20 -0.30 -0.15 0.644
N -1.813 -0.100 -0.191 -0.08 0.85 1.33 -0.052
C -2.630 0.967 0.056 -1.16 -1.50 1.73 0.527
O -3.410 1.407 -0.763 -0.37 1.23 -0.14 -0.530
F -2.531 1.584 1.238 -0.16 -0.35 -0.64 -0.187
C -2.379 -1.222 0.476 0.53 -0.60 -0.54 0.465
O -1.841 -1.940 1.223 0.23 -0.32 0.16 -0.353
F -3.629 -1.365 0.076 -0.72 -0.08 0.01 -0.213
H 2.486 -1.139 1.018 -0.19 -0.23 0.34 0.370
H 3.768 -0.055 0.566 0.38 0.21 0.18 0.343
H 3.448 -1.425 -0.439 0.07 -0.51 -0.13 0.344
H 1.994 1.160 -0.224 -0.17 0.42 0.18 0.217
H 2.399 0.257 -1.640 0.15 0.03 -0.45 0.324
H 0.699 -1.360 -0.455 -0.08 -0.34 -0.33 0.240
H -0.134 0.107 1.462 -0.32 0.20 -0.06 -0.094
H -0.218 1.522 0.083 -0.40 0.61 -0.26 -0.292
Yb -1.533 2.233 -1.627 1.71 -0.14 -1.19 1.361

---

No. 6
17
Properties=species:S:1:pos:R:3:forces:R:3:mulliken_charge:R:1 method="wB97M-V/def2-TZVPD" smiles=C1[C@H]2N[C@@H]3C[C@H]3O[C@H]12 e_above_lowest_kcal_mol=195.6 homo_energy_ev=-8.9 charge=0 orbital_gap_ev=9.86
C 2.323 -0.227 -0.107 -0.22 -1.16 2.08 -0.602
C 1.034 0.402 0.623 1.59 2.65 -1.95 -0.259
N 0.057 1.563 0.229 0.69 -0.57 0.42 -0.578
C -1.067 0.639 -0.320 2.10 0.32 0.53 0.003
C -2.367 -0.081 -0.026 -2.28 -3.92 1.11 -0.759
C -0.980 -0.704 0.393 -2.65 0.71 1.27 0.118
O 0.006 -1.669 0.037 -0.11 0.05 -1.97 -0.461
C 0.931 -0.693 -0.415 0.17 1.37 -0.26 0.347
H 2.756 0.246 -0.979 0.63 -0.21 0.34 0.284
H 2.928 -0.823 0.709 -0.85 1.48 -2.02 0.257
H 1.210 0.349 1.727 -0.81 -0.64 -1.28 0.236
H 0.480 2.276 -0.465 -1.23 -1.84 1.28 0.294
H -0.804 0.674 -1.393 -1.36 -0.82 0.52 0.279
H -2.877 -0.681 -0.798 0.69 1.27 -1.06 0.285
H -3.233 -0.300 0.759 2.31 1.89 -0.69 0.252
H -1.027 -0.760 1.508 0.38 1.03 -0.93 0.217
H 0.630 -0.211 -1.482 0.95 -1.61 2.63 0.088